Record 1
Entry from the OMol25 dataset: C2H6N4O2 in the gas phase in a non-equilibrium geometry (ωB97M-V/def2-TZVPD).

largest force on an atom = 2.61 eV/A
structure (SMILES) = [H]/N=C(\N)OC(=O)NN
energy relative to the best compared isomer or geometry (same formula, charge and spin) = 77.9 kJ/mol
Kohn-Sham gap = 10.34 eV
highest occupied orbital energy = -9.8 eV
LUMO level = 0.5487 eV

Positions of all 14 atoms, in Å:
C1 -0.996 -0.060 0.155
C2 1.200 -0.081 -0.907
H1 -0.361 -0.935 2.671
H2 0.059 0.571 2.071
H3 -2.525 0.037 1.425
H4 2.305 1.208 0.034
H5 2.454 1.301 -1.704
H6 1.573 -0.646 -2.606
N1 -0.688 0.008 2.447
N2 -1.547 -0.259 1.373
N3 1.891 1.088 -0.901
N4 1.039 -0.934 -1.811
O1 -1.603 0.179 -0.856
O2 0.403 -0.180 0.215


Record 2
Entry from the OMol25 dataset: a molecular structure, C27H54F27HfN3O13P3S4 in a non-equilibrium geometry (ωB97M-V/def2-TZVPD).

largest force on an atom = 7.92 eV/A
total charge = -1
Kohn-Sham gap = 6.95 eV
highest occupied orbital energy = -6.2 eV
LUMO level = 0.7301 eV

Positions of all 132 atoms, in Å:
Hf1 -1.798 1.343 -0.717
S1 0.342 -0.288 -0.723
O1 -0.058 0.622 -1.820
O2 -1.024 -0.823 -0.668
O3 1.489 -1.120 -0.848
O4 0.193 0.765 0.232
C1 -4.453 -4.772 3.847
C2 -3.888 -5.344 2.515
C3 -2.895 -4.368 1.902
N1 -2.349 -4.930 0.515
C4 -3.384 -5.012 -0.635
C5 -1.762 -6.289 0.634
C6 -0.461 -6.310 -0.188
C7 0.023 -4.851 0.001
C8 -1.287 -4.004 -0.013
H1 -5.244 -5.504 4.012
H2 -4.684 -3.718 3.696
H3 -3.688 -4.963 4.599
H4 -4.746 -5.356 1.843
H5 -3.492 -6.350 2.652
H6 -2.060 -4.068 2.535
H7 -3.342 -3.391 1.714
H8 -3.869 -4.046 -0.777
H9 -4.209 -5.704 -0.469
H10 -2.806 -5.325 -1.504
H11 -2.464 -7.115 0.524
H12 -1.440 -6.306 1.675
H13 -0.653 -6.454 -1.252
H14 0.079 -7.180 0.184
H15 0.662 -4.599 -0.845
H16 0.631 -4.822 0.906
H17 -1.514 -3.601 -1.000
H18 -1.249 -3.124 0.629
C9 3.660 6.164 -5.658
C10 4.373 5.232 -4.693
C11 3.812 3.756 -4.674
N2 4.564 2.860 -3.612
C12 6.063 2.753 -3.841
C13 3.895 1.522 -3.482
C14 3.270 1.302 -2.123
C15 3.917 2.310 -1.232
C16 4.294 3.403 -2.207
H19 3.965 6.038 -6.697
H20 3.801 7.243 -5.601
H21 2.584 6.042 -5.531
H22 4.297 5.650 -3.689
H23 5.441 5.348 -4.882
H24 4.010 3.250 -5.619
H25 2.758 3.717 -4.402
H26 6.444 3.765 -3.973
H27 6.343 2.066 -4.639
H28 6.524 2.304 -2.961
H29 4.604 0.755 -3.795
H30 3.171 1.445 -4.293
H31 3.444 0.346 -1.628
H32 2.206 1.418 -2.333
H33 4.818 1.805 -0.884
H34 3.202 2.739 -0.530
H35 5.072 4.080 -1.855
H36 3.391 4.010 -2.284
C17 0.452 -2.660 6.626
C18 0.653 -2.009 5.259
C19 2.051 -2.442 4.828
N3 2.532 -1.877 3.496
C20 1.846 -2.728 2.351
C21 4.046 -1.875 3.305
C22 4.246 -0.768 2.249
C23 3.074 0.218 2.181
C24 2.194 -0.342 3.324
H37 0.737 -3.711 6.594
H38 -0.474 -2.512 7.182
H39 1.143 -2.188 7.326
H40 0.540 -0.926 5.205
H41 -0.042 -2.417 4.525
H42 2.250 -3.513 4.845
H43 2.729 -2.048 5.586
H44 0.784 -2.493 2.281
H45 2.041 -3.790 2.502
H46 2.311 -2.590 1.375
H47 4.447 -2.863 3.077
H48 4.408 -1.658 4.309
H49 4.542 -1.137 1.268
H50 5.023 -0.133 2.673
H51 2.644 0.218 1.180
H52 3.353 1.255 2.364
H53 1.132 -0.099 3.332
H54 2.445 0.040 4.314
C25 -3.804 0.032 3.756
F1 -3.633 -0.791 4.766
F2 -4.771 -0.374 2.886
F3 -4.014 1.231 4.187
S2 -2.055 0.153 2.816
O5 -2.311 0.901 1.591
O6 -1.115 0.898 3.647
O7 -1.588 -1.207 2.477
C26 0.971 4.301 1.957
F4 1.607 3.242 1.437
F5 1.109 4.389 3.255
F6 1.574 5.347 1.405
S3 -0.991 4.269 1.430
O8 -1.640 4.134 2.696
O9 -1.215 5.601 0.801
O10 -1.191 3.159 0.477
C27 -1.357 5.433 -3.308
F7 -0.679 6.184 -4.234
F8 -1.691 6.142 -2.171
F9 -2.461 5.045 -3.906
S4 -0.330 3.851 -2.896
O11 0.789 4.345 -2.178
O12 -1.193 2.943 -2.087
O13 0.159 3.263 -4.119
P1 -4.742 -1.191 -1.005
F10 -3.648 -0.055 -1.256
F11 -5.394 -0.087 0.128
F12 -5.771 -0.644 -2.188
F13 -5.770 -2.362 -0.483
F14 -4.010 -2.260 -2.036
F15 -3.708 -1.640 0.160
P2 -2.162 0.463 -4.606
F16 -2.532 2.074 -4.740
F17 -0.601 0.816 -4.791
F18 -2.090 0.689 -3.012
F19 -1.703 -1.076 -4.379
F20 -3.756 0.059 -4.514
F21 -2.350 0.162 -6.179
P3 -4.554 3.367 -0.757
F22 -5.843 2.448 -0.855
F23 -5.216 4.077 0.549
F24 -3.782 2.220 0.101
F25 -3.237 4.321 -0.619
F26 -3.833 2.476 -1.874
F27 -5.092 4.383 -1.920


Record 3
Entry from the OMol25 dataset: a molecular structure, C30H40GeN4O6PRh (ωB97M-V/def2-TZVPD).

largest force on an atom = 0.29 eV/A
total charge = -2
Kohn-Sham gap (alpha / beta) = 4.54 / 6.31 eV
highest occupied orbital energy (alpha / beta) = 0.2 / -2.6 eV
LUMO level (alpha / beta) = 4.7238 / 3.6720 eV
2S+1 = 5

Positions of all 83 atoms, in Å:
Rh1 0.707 -0.821 -0.416
O1 1.067 -3.822 2.331
C1 1.245 -2.867 1.557
N1 0.196 -2.235 0.841
C2 -1.105 -2.543 0.811
C3 -1.743 -3.572 1.557
C4 -3.087 -3.787 1.416
C5 -3.867 -2.993 0.544
C6 -3.303 -1.989 -0.197
C7 -1.910 -1.733 -0.101
N2 -1.224 -0.809 -0.788
C8 -1.678 0.067 -1.794
O2 -2.860 0.142 -2.165
C9 -0.606 0.864 -2.334
C10 -0.862 1.847 -3.316
C11 0.139 2.651 -3.776
C12 1.453 2.489 -3.239
C13 1.648 1.511 -2.291
N3 0.694 0.693 -1.843
C14 2.521 -2.284 1.256
C15 3.702 -2.765 1.871
C16 4.911 -2.204 1.588
C17 4.968 -1.118 0.665
C18 3.789 -0.693 0.095
N4 2.598 -1.229 0.345
H1 -1.132 -4.159 2.225
H2 -3.564 -4.573 1.991
H3 -4.932 -3.181 0.463
H4 -3.882 -1.376 -0.870
H5 -1.881 1.935 -3.670
H6 -0.062 3.407 -4.526
H7 2.281 3.113 -3.545
H8 2.627 1.367 -1.849
H9 3.595 -3.585 2.569
H10 5.813 -2.572 2.063
H11 5.896 -0.624 0.413
H12 3.791 0.127 -0.614
C19 3.675 -1.341 -3.395
Ge1 1.845 -2.065 -3.480
C20 2.035 -3.897 -4.207
C21 0.901 -1.025 -4.861
C22 0.934 -2.185 -1.803
H13 4.172 -1.531 -4.351
H14 4.248 -1.813 -2.597
H15 3.663 -0.265 -3.225
H16 2.522 -3.873 -5.185
H17 1.056 -4.368 -4.320
H18 2.634 -4.513 -3.534
H19 1.377 -1.182 -5.834
H20 0.926 0.039 -4.626
H21 -0.144 -1.332 -4.926
H22 0.438 -3.142 -1.619
C23 -3.168 -0.813 3.730
C24 -2.745 0.569 3.250
C25 -3.808 1.157 2.326
C26 -2.500 1.484 4.447
O3 -1.568 0.341 2.464
P1 -0.285 1.303 2.296
O4 0.391 1.579 3.587
O5 0.484 0.730 1.148
O6 -1.059 2.655 1.797
C27 -0.407 3.811 1.252
C28 -1.180 5.001 1.811
C29 -0.541 3.735 -0.262
C30 1.064 3.910 1.649
H23 -4.092 -0.753 4.311
H24 -2.382 -1.245 4.351
H25 -3.328 -1.471 2.875
H26 -4.764 1.249 2.851
H27 -3.940 0.505 1.460
H28 -3.494 2.140 1.973
H29 -3.427 1.558 5.025
H30 -2.203 2.481 4.124
H31 -1.705 1.088 5.077
H32 -2.238 4.908 1.555
H33 -0.799 5.938 1.396
H34 -1.085 5.028 2.898
H35 -1.592 3.656 -0.546
H36 -0.024 2.850 -0.627
H37 -0.107 4.618 -0.741
H38 1.175 3.903 2.732
H39 1.479 4.835 1.238
H40 1.625 3.065 1.247


Record 4
Entry from the OMol25 dataset: 6 unconnected molecules or ions with the total composition C24H55BClN5O6 (ωB97M-V/def2-TZVPD).

largest force on an atom = 0.59 eV/A
structure (SMILES) = CC(C)[C@@H](C)COBCCCCl.CNC(C)=O.CNC(C)=O.CNC(C)=O.CNC(C)=O.CNC(C)=O
Kohn-Sham gap = 9.37 eV
highest occupied orbital energy = -9.0 eV
LUMO level = 0.3919 eV

Positions of all 92 atoms, in Å:
C1 4.552 -2.816 2.887
C2 4.121 -1.803 1.833
C3 5.346 -1.068 1.292
C4 3.277 -2.394 0.683
C5 3.467 -3.888 0.443
C6 1.808 -2.082 0.889
O1 1.112 -2.280 -0.345
B1 -0.217 -2.653 -0.269
C7 -1.353 -1.670 0.224
C8 -1.324 -1.235 1.698
C9 -1.995 -2.246 2.602
Cl1 -3.765 -2.243 2.309
H1 3.704 -3.282 3.389
H2 5.169 -3.608 2.470
H3 5.135 -2.315 3.659
H4 3.516 -1.061 2.359
H5 5.796 -0.444 2.061
H6 5.073 -0.427 0.455
H7 6.105 -1.774 0.951
H8 3.548 -1.892 -0.247
H9 3.234 -4.483 1.323
H10 2.806 -4.209 -0.360
H11 4.488 -4.107 0.135
H12 1.708 -1.044 1.213
H13 1.391 -2.720 1.676
H14 -0.488 -3.766 -0.616
H15 -2.306 -2.168 0.051
H16 -1.333 -0.790 -0.422
H17 -1.868 -0.296 1.807
H18 -0.325 -1.049 2.085
H19 -1.652 -3.260 2.419
H20 -1.842 -2.013 3.651
C10 -1.852 -0.688 -3.744
C11 -2.316 -2.109 -3.524
O2 -1.762 -2.851 -2.727
N1 -3.385 -2.537 -4.241
C12 -4.168 -1.804 -5.216
H21 -0.999 -0.509 -3.097
H22 -1.552 -0.531 -4.780
H23 -2.642 0.023 -3.497
H24 -3.647 -3.491 -4.045
H25 -5.211 -1.744 -4.903
H26 -4.129 -2.298 -6.189
H27 -3.783 -0.796 -5.328
C13 1.213 0.828 -1.546
C14 2.326 1.652 -0.946
O3 3.061 1.204 -0.076
N2 2.480 2.923 -1.395
C15 1.708 3.632 -2.399
H28 1.237 -0.154 -1.081
H29 0.246 1.299 -1.355
H30 1.344 0.718 -2.623
H31 3.233 3.419 -0.946
H32 2.355 3.942 -3.222
H33 1.258 4.522 -1.963
H34 0.926 2.994 -2.798
C16 -1.790 1.601 6.204
C17 -0.811 0.896 5.295
O4 -0.510 -0.277 5.452
N3 -0.267 1.617 4.280
C18 -0.498 3.004 3.928
H35 -2.127 0.892 6.952
H36 -1.318 2.448 6.702
H37 -2.652 1.961 5.641
H38 0.375 1.084 3.714
H39 -0.906 3.083 2.919
H40 0.433 3.571 3.965
H41 -1.203 3.455 4.619
C19 2.921 8.249 -2.319
C20 2.908 7.225 -1.209
O5 1.905 6.586 -0.932
N4 4.062 7.034 -0.519
C21 5.342 7.692 -0.707
H42 1.932 8.278 -2.764
H43 3.167 9.239 -1.934
H44 3.649 7.983 -3.087
H45 3.984 6.350 0.217
H46 6.118 6.962 -0.941
H47 5.634 8.228 0.198
H48 5.283 8.404 -1.522
C22 -8.002 -4.124 -1.635
C23 -6.725 -4.589 -2.299
O6 -6.688 -4.896 -3.480
N5 -5.610 -4.644 -1.528
C24 -5.454 -4.289 -0.128
H49 -8.791 -4.132 -2.380
H50 -8.279 -4.786 -0.814
H51 -7.891 -3.112 -1.244
H52 -4.795 -4.966 -2.024
H53 -4.720 -3.491 -0.028
H54 -5.109 -5.149 0.449
H55 -6.394 -3.947 0.291


Record 5
Entry from the OMol25 dataset: 13 unconnected molecules or ions with the total composition C6H38O12S2 (ωB97M-V/def2-TZVPD).

largest force on an atom = 0.67 eV/A
energy relative to the best compared isomer or geometry (same formula, charge and spin) = 0.0 kJ/mol
Kohn-Sham gap = 9.29 eV
highest occupied orbital energy = -9.1 eV
LUMO level = 0.2190 eV

Positions of all 58 atoms, in Å:
C1 0.230 -3.146 1.469
C2 -1.064 -3.285 0.680
C3 0.729 -1.707 1.527
S1 2.429 -1.755 2.177
S2 2.846 -0.054 3.165
C4 3.339 1.148 1.890
C5 2.172 1.782 1.157
C6 1.355 2.723 2.034
H1 0.994 -3.790 1.015
H2 0.094 -3.502 2.484
H3 -1.466 -4.299 0.726
H4 -0.917 -3.050 -0.373
H5 -1.846 -2.612 1.032
H6 0.099 -1.067 2.148
H7 0.723 -1.266 0.535
H8 4.032 0.645 1.211
H9 3.907 1.894 2.441
H10 2.552 2.337 0.299
H11 1.513 1.011 0.765
H12 1.984 3.501 2.452
H13 0.859 2.199 2.853
H14 0.588 3.238 1.452
H15 1.487 0.133 -3.262
H16 2.160 -0.237 -1.917
O1 1.833 0.526 -2.427
H17 0.329 2.861 -1.498
H18 0.452 1.383 -1.699
O2 -0.174 2.043 -1.317
H19 -2.134 1.945 1.456
H20 -1.533 2.040 -0.022
O3 -2.369 1.974 0.499
H21 0.094 -0.453 -5.069
H22 0.404 -1.501 -3.955
O4 0.809 -0.788 -4.518
H23 -2.306 2.240 3.799
H24 -2.302 0.775 3.312
O5 -1.844 1.645 3.194
H25 -3.135 1.873 -2.046
H26 -1.639 1.691 -2.328
O6 -2.526 1.416 -2.637
H27 3.071 3.587 -2.002
H28 2.290 2.361 -2.538
O7 2.214 3.315 -2.353
H29 -2.733 -1.168 -1.047
H30 -2.518 -0.364 -2.333
O8 -2.518 -1.292 -1.990
H31 -3.310 -0.776 2.283
H32 -2.507 -1.556 3.375
O9 -3.090 -0.803 3.243
H33 2.885 -2.107 -0.451
H34 2.985 -2.504 -1.939
O10 2.454 -1.992 -1.316
H35 0.408 -2.385 -1.938
H36 -1.075 -2.102 -2.376
O11 -0.216 -2.488 -2.677
H37 -4.469 -0.296 0.353
H38 -3.101 0.481 0.460
O12 -3.529 -0.421 0.545


Record 6
Entry from the OMol25 dataset: C5H11N in the gas phase (ωB97M-V/def2-TZVPD).

largest force on an atom = 0.33 eV/A
structure (SMILES) = CC(C)N1CC1
energy relative to the best compared isomer or geometry (same formula, charge and spin) = 114.4 kJ/mol
Kohn-Sham gap = 10.28 eV
highest occupied orbital energy = -9.0 eV
LUMO level = 1.2694 eV

Positions of all 17 atoms, in Å:
C1 -1.493 -0.791 0.673
C2 -0.562 0.273 0.093
C3 -1.111 0.844 -1.213
N1 0.705 -0.367 -0.229
C4 1.950 0.363 -0.241
C5 1.676 -0.690 0.785
H1 -1.532 -1.652 -0.004
H2 -1.141 -1.147 1.649
H3 -2.510 -0.404 0.802
H4 -0.449 1.092 0.832
H5 -1.159 0.044 -1.960
H6 -0.446 1.622 -1.605
H7 -2.111 1.272 -1.083
H8 1.957 1.406 0.088
H9 2.598 0.181 -1.098
H10 2.073 -1.698 0.685
H11 1.531 -0.366 1.820


Record 7
Entry from the OMol25 dataset: a gas-phase ion, C2H6N5 (charge +1) in a non-equilibrium geometry (ωB97M-V/def2-TZVPD).

largest force on an atom = 3.57 eV/A
total charge = +1
energy relative to the best compared isomer or geometry (same formula, charge and spin) = 772.4 kJ/mol
Kohn-Sham gap (alpha / beta) = 8.05 / 7.85 eV
highest occupied orbital energy (alpha / beta) = -13.6 / -13.0 eV
LUMO level (alpha / beta) = -5.5786 / -5.1767 eV

Positions of all 13 atoms, in Å:
C1 0.498 -2.033 -0.317
C2 -0.641 -1.766 0.181
N1 1.589 -1.071 -0.358
N2 1.466 0.065 -0.278
N3 -0.691 1.139 -0.934
N4 -0.154 1.365 1.228
N5 -0.055 0.668 0.166
H1 0.918 -2.734 -0.924
H2 -1.680 -1.528 0.527
H3 -0.430 0.589 -1.686
H4 -0.736 2.091 -1.116
H5 -0.200 2.357 1.432
H6 0.115 0.857 2.080


Record 8
Entry from the OMol25 dataset: a molecular structure, C6H13O5Tb in a non-equilibrium geometry (ωB97M-V/def2-TZVPD).

largest force on an atom = 4.12 eV/A
total charge = +1
energy relative to the best compared isomer or geometry (same formula, charge and spin) = 125.9 kJ/mol
Kohn-Sham gap (alpha / beta) = 9.66 / 5.80 eV
highest occupied orbital energy (alpha / beta) = -13.4 / -10.6 eV
LUMO level (alpha / beta) = -3.7730 / -4.7545 eV
2S+1 = 8

Positions of all 25 atoms, in Å:
O1 4.102 -2.527 6.951
C1 4.674 -2.153 5.765
C2 5.486 -3.206 5.039
O2 6.073 -4.062 6.027
C3 6.453 -5.383 5.640
C4 6.485 -6.215 6.923
O3 5.326 -6.041 7.673
Tb1 4.500 -4.275 7.690
H1 5.325 -1.284 5.972
H2 6.265 -2.760 4.402
H3 4.840 -3.828 4.391
H4 7.427 -5.368 5.128
H5 5.694 -5.783 4.945
H6 7.387 -5.923 7.499
H7 6.632 -7.270 6.624
H8 3.530 -1.757 4.998
O4 1.054 -2.121 4.616
C5 2.482 -2.274 2.132
O5 2.134 -1.098 2.838
C6 2.024 -1.231 4.201
H9 2.651 -1.986 1.089
H10 3.409 -2.710 2.540
H11 1.684 -3.031 2.174
H12 1.819 -0.243 4.625
H13 1.410 -3.016 4.645


no.,DFT total energy (Ha)
1,-449.2915
2,-7565.4885
3,-4366.6249
4,-2157.8220
5,-1950.7611
6,-251.8189
7,-353.0511
8,-1436.7081